Here is a molecular structure, C34H38As2BrN7O4V in a non-equilibrium geometry from the Open Molecules 2025 dataset. Energies are from ωB97M-V/def2-TZVPD.

Geometry as ORCA input:
```
! RIJCOSX wB97M-V def2-TZVPD def2/J DEFGRID3
* xyz 0 4
V 0.75913 -0.85323 -0.24105
O 1.78431 -0.24744 -5.29281
C 3.01143 -0.54693 -4.79459
C 4.07571 -0.56378 -5.69145
C 5.35273 -0.86488 -5.25303
C 5.58460 -1.17081 -3.91877
C 4.52884 -1.14246 -3.02192
C 3.24773 -0.82244 -3.44408
C 2.09632 -0.77511 -2.46715
O 2.34384 -1.32115 -1.23414
N 1.66115 0.63488 -2.32484
N 1.02546 0.80503 -1.09081
C 0.51151 2.01619 -0.86701
C -0.24518 2.38303 0.24124
Br -0.36296 1.04686 1.67417
C -0.92345 3.54854 0.48728
C -1.34392 4.54741 -0.46957
C -1.47982 4.32096 -1.84802
C -1.98420 5.30341 -2.68234
C -2.34998 6.54426 -2.17916
C -2.21278 6.79170 -0.81844
C -1.72885 5.80792 0.02086
H 1.08203 -0.44290 -4.65847
H 3.86744 -0.34176 -6.73019
H 6.17506 -0.86679 -5.95696
H 6.57943 -1.42888 -3.58031
H 4.67221 -1.38983 -1.97786
H 1.24440 -1.29933 -2.92666
H 2.38835 1.31792 -2.51345
H 0.71663 2.79937 -1.59189
H -1.22680 3.73277 1.51144
H -1.23204 3.35266 -2.26342
H -2.10315 5.09735 -3.73858
H -2.75528 7.30406 -2.83398
H -2.48881 7.75427 -0.40702
H -1.63584 6.00163 1.08305
C 3.89125 -2.16602 1.36522
As 2.53560 -0.77065 1.41346
C 3.70857 0.77922 1.24310
C 2.11992 -0.70047 3.34019
C 2.56009 0.39226 4.08655
C 2.15230 0.58720 5.39513
C 1.26851 -0.30147 5.98018
C 0.83881 -1.40252 5.26027
C 1.25567 -1.62890 3.95125
As 0.65181 -3.24667 3.00806
C 0.84353 -4.49933 4.53421
C -1.27993 -2.92271 3.20138
H 4.71339 -1.89388 2.02555
H 4.24533 -2.25465 0.33977
H 3.46743 -3.11836 1.67450
H 4.58956 0.64618 1.87059
H 3.19633 1.69977 1.52032
H 4.02518 0.85482 0.20329
H 3.23308 1.11062 3.63564
H 2.50737 1.44612 5.95005
H 0.91973 -0.14264 6.99258
H 0.16149 -2.10502 5.73164
H 0.20839 -4.23606 5.37917
H 1.88319 -4.51478 4.85955
H 0.57461 -5.49987 4.19622
H -1.51085 -2.44121 4.15160
H -1.80786 -3.87298 3.13617
H -1.61523 -2.27907 2.38731
O 0.05930 -2.32592 -0.15568
N -0.56660 -3.44724 -0.20613
C -1.21908 -3.75202 -1.32439
C -2.01416 -4.92282 -1.33462
N -2.69440 -5.84978 -1.38107
C -1.14760 -2.97708 -2.51156
N -1.04546 -2.33832 -3.46453
N -1.68875 -0.37472 -0.80676
C -2.77225 -0.00969 -0.63238
N -3.98168 0.43351 -0.39953
C -4.93265 0.74386 -1.46296
C -6.11957 -0.20660 -1.35279
O -6.69218 -0.13775 -0.05930
C -5.76985 -0.52037 0.94492
C -4.55301 0.39790 0.94541
H -4.44546 0.65088 -2.43185
H -5.27660 1.77243 -1.32330
H -5.79414 -1.23197 -1.57341
H -6.90221 0.07917 -2.05383
H -5.45146 -1.55961 0.78750
H -6.29959 -0.44423 1.89342
H -3.79995 0.05803 1.65476
H -4.86514 1.41099 1.21510
*
```

Output
Orbital gap (alpha / beta)   6.0 / 7.3 eV
Relative energy (zero: lowest compared OMol25 entry of this formula, charge and spin)   69.1 kcal/mol

Mulliken atomic charge list, values in e, 2 entries: -0.417 -0.685